{"formula": "C20H26N3O", "method": "the ωB97M-V functional and the def2-TZVPD basis", "e_lumo_ev": -5.68, "e_tot_ha": -1016.83297, "homo_lumo_gap_ha": 0.1924, "smiles": "CCN(CC)c1ccc2nc3ccc(=[N+](CC)CC)cc-3oc2c1", "total_charge": 1, "e_homo_ev": -10.917, "elements": ["C", "C", "N", "C", "C", "C", "C", "C", "C", "N", "C", "C", "C", "C", "N", "C", "C", "C", "C", "C", "C", "O", "C", "C", "H", "H", "H", "H", "H", "H", "H", "H", "H", "H", "H", "H", "H", "H", "H", "H", "H", "H", "H", "H", "H", "H", "H", "H", "H", "H"], "positions_angstrom": [[-2.19, -5.95, -0.17], [-1.55, -4.95, -0.92], [-2.47, -3.82, -1.08], [-3.33, -3.84, -2.21], [-3.50, -2.45, -2.86], [-2.44, -2.77, -0.21], [-3.62, -2.41, 0.40], [-3.58, -1.40, 1.48], [-2.40, -0.69, 1.68], [-2.37, 0.31, 2.66], [-1.28, 1.06, 2.68], [-1.30, 2.24, 3.47], [-0.13, 3.07, 3.48], [0.99, 2.77, 2.70], [1.99, 3.76, 2.40], [1.85, 4.37, 1.03], [3.02, 5.26, 0.57], [3.23, 3.87, 3.27], [4.34, 2.87, 2.91], [0.98, 1.61, 1.89], [-0.12, 0.72, 1.88], [-0.15, -0.35, 1.00], [-1.30, -1.04, 0.83], [-1.27, -2.14, -0.03], [-2.27, -5.79, 0.88], [-1.64, -6.85, -0.34], [-3.22, -6.05, -0.55], [-1.35, -5.25, -1.92], [-0.67, -4.61, -0.45], [-3.08, -4.68, -2.91], [-4.30, -4.19, -1.91], [-4.30, -2.45, -3.60], [-2.64, -2.17, -3.48], [-3.62, -1.69, -2.08], [-4.47, -3.15, 0.38], [-4.46, -1.08, 2.12], [-2.11, 2.57, 4.11], [-0.08, 4.02, 4.06], [1.48, 3.66, 0.31], [1.05, 5.09, 1.10], [2.55, 5.92, -0.21], [3.77, 4.78, 0.05], [3.31, 6.00, 1.40], [3.63, 4.93, 3.29], [2.95, 3.79, 4.33], [5.03, 2.91, 3.85], [4.81, 3.15, 1.94], [4.00, 1.85, 2.91], [1.90, 1.46, 1.35], [-0.40, -2.44, -0.60]]}

***

{"formula": "C19H16IN4O4STc", "method": "the ωB97M-V functional and the def2-TZVPD basis", "e_lumo_ev": [-8.38, -8.38], "e_tot_ha": -2029.64553, "homo_lumo_gap_ha": [0.2265, 0.2264], "total_charge": 2, "e_homo_ev": [-14.542, -14.541], "elements": ["Tc", "C", "C", "N", "C", "C", "C", "O", "C", "C", "N", "C", "C", "C", "C", "C", "C", "I", "C", "O", "H", "H", "H", "H", "H", "H", "H", "H", "H", "H", "H", "H", "O", "N", "C", "C", "C", "C", "C", "S", "H", "H", "H", "H", "O", "N"], "positions_angstrom": [[-1.13, -0.46, 0.05], [2.75, -2.72, -1.14], [2.94, -1.26, -0.85], [4.17, -0.78, -0.84], [4.39, 0.52, -0.57], [3.39, 1.44, -0.33], [3.71, 2.88, -0.03], [3.00, 3.33, 1.13], [2.07, 0.96, -0.36], [0.97, 1.84, -0.13], [-0.27, 1.51, 0.12], [-1.12, 2.61, 0.51], [-0.62, 3.66, 1.28], [-1.44, 4.73, 1.61], [-2.77, 4.76, 1.19], [-3.29, 3.71, 0.46], [-2.45, 2.65, 0.14], [-3.20, 1.01, -0.91], [1.85, -0.40, -0.60], [0.62, -0.89, -0.65], [3.65, -3.11, -1.60], [1.89, -2.88, -1.79], [2.57, -3.26, -0.21], [5.43, 0.82, -0.54], [3.41, 3.52, -0.86], [4.78, 3.01, 0.09], [3.60, 3.35, 1.89], [1.19, 2.90, -0.15], [0.40, 3.64, 1.65], [-1.04, 5.53, 2.21], [-3.40, 5.60, 1.45], [-4.32, 3.71, 0.15], [-2.20, -1.75, -1.03], [-2.30, -3.07, -0.77], [-3.15, -3.79, -1.55], [-3.23, -5.14, -1.38], [-2.43, -5.75, -0.40], [-1.59, -4.99, 0.38], [-1.54, -3.61, 0.19], [-0.58, -2.54, 1.15], [-3.69, -3.22, -2.29], [-3.90, -5.71, -2.00], [-2.48, -6.82, -0.25], [-0.97, -5.43, 1.15], [-2.00, 0.02, 2.75], [-1.68, -0.14, 1.68]]}

***

Energy relative to the best compared isomer or geometry (same formula, charge and spin), respectively: 110.7 0.0 kcal per mole.